Density functional theory data (ωB97M-V with the def2-TZVPD basis set) for the molecule C5H5NOS in a non-equilibrium geometry.

Summary:
LUMO level (Ha): -0.05734
HOMO-LUMO gap (eV): 6.810
E (eV): -19633.3546

ORCA input file:
```
! wB97M-V def2-TZVPD RIJCOSX def2/J DEFGRID3
* xyz 0 1
C 0.9517 0.8571 -0.0484
C 1.2963 -0.6855 0.2117
C -1.7654 0.1199 0.0959
C 1.7218 1.8215 -0.5672
C -2.7110 -0.7422 -0.0380
N 0.2527 -1.2728 0.7860
O 2.4335 -0.9850 -0.0448
S -0.7005 1.2661 0.5474
H 1.6640 2.8251 -0.7257
H 2.6297 1.3630 -0.8106
H -3.6133 -0.6893 -0.8533
H -2.5478 -1.7372 0.2607
H 0.3884 -2.1403 1.1863
*
```

Results of the natural (NBO) charge analysis, in e, for atoms 1 through 8:
1 C -0.23
2 C 0.60
3 C 0.06
4 C -0.35
5 C -0.47
6 N -0.91
7 O -0.66
8 S 0.58


Density functional theory data (ωB97M-V with the def2-TZVPD basis set) for the molecule C5H5NOS in a non-equilibrium geometry.

Summary:
LUMO level (Ha): 0.00958
SMILES: C#C/C(=N/O)SC=C
HOMO-LUMO gap (eV): 9.318
E (eV): -19633.3140

ORCA input file:
```
! wB97M-V def2-TZVPD RIJCOSX def2/J DEFGRID3
* xyz 0 1
C -0.9965 2.5640 0.1800
C -1.1474 1.3766 0.1431
C -1.3786 -0.0451 0.2813
N -2.4066 -0.6196 -0.3211
O -2.5250 -1.9052 -0.1586
S 0.1535 -0.8773 0.9383
C 1.3890 -0.0990 -0.0846
C 2.5126 -0.7864 -0.3905
H -0.7986 3.6800 0.4622
H -1.8046 -2.2575 0.4002
H 1.0820 0.9839 -0.3757
H 2.6650 -1.8923 -0.1978
H 3.2552 -0.1221 -0.8768
*
```

Results of the natural (NBO) charge analysis, in e, for atoms 1 through 8:
1 C -0.19
2 C -0.10
3 C -0.06
4 N -0.01
5 O -0.48
6 S 0.19
7 C -0.36
8 C -0.42


Density functional theory data (ωB97M-V with the def2-TZVPD basis set) for a structure of composition C5H5NS in a non-equilibrium geometry.

Summary:
LUMO level (Ha): 0.01658
HOMO-LUMO gap (eV): 9.050
E (eV): -17587.7332

ORCA input file:
```
! wB97M-V def2-TZVPD RIJCOSX def2/J DEFGRID3
* xyz 0 1
C 1.2192 -0.2085 -0.0091
C 0.0721 -0.3813 -1.0075
C 0.0494 -0.4528 0.9202
C -0.5743 0.8524 0.6637
C -0.5484 0.9973 -0.6825
H 0.4493 -0.6870 -1.9814
H -1.4867 -1.3812 -0.0225
H 0.2202 -0.6851 2.0334
H -0.9315 1.5039 1.4866
H -0.7694 1.8230 -1.2890
N -0.4767 -1.4221 -0.1081
S 2.7770 0.0415 -0.0038
*
```

Results of the natural (NBO) charge analysis, in e, for atoms 1 through 8:
1 C -0.04
2 C -0.19
3 C -0.20
4 C -0.19
5 C -0.18
6 H 0.23
7 H 0.35
8 H 0.22


Density functional theory data (ωB97M-V with the def2-TZVPD basis set) for a cluster of 2 separate species, C5H5NS2 in total in a non-equilibrium geometry.

Summary:
LUMO level (Ha): -0.03554
HOMO-LUMO gap (eV): 8.198
E (eV): -28422.4908

ORCA input file:
```
! wB97M-V def2-TZVPD RIJCOSX def2/J DEFGRID3
* xyz 0 1
C -3.0829 0.5158 -0.4195
C -1.2652 2.2346 0.0523
C -1.6793 0.1491 -0.1782
C -1.2751 -1.1163 -0.2424
C 2.5248 -1.2256 0.1329
N -0.7107 1.1041 0.0686
S -0.8689 -2.5613 -0.1807
S -3.0299 2.1993 -0.2021
H 2.9622 -1.8897 -0.5675
H -0.8877 3.2371 0.3319
H 2.9791 -1.2425 1.1545
H 1.5058 -1.2506 0.1121
H 2.8280 -0.1540 -0.0618
*
```

Results of the natural (NBO) charge analysis, in e, for atoms 1 through 8:
1 C -0.29
2 C -0.10
3 C -0.26
4 C 0.08
5 C -0.85
6 N -0.40
7 S 0.38
8 S 0.37


Density functional theory data (ωB97M-V with the def2-TZVPD basis set) for a cluster of 2 separate species, C5H5O2 in total in a non-equilibrium geometry.

Summary:
LUMO level (alpha / beta) (Ha): -0.26671 / -0.24312
HOMO-LUMO gap (alpha / beta) (eV): 7.498 / 8.589
E (eV): -9345.4838

ORCA input file:
```
! wB97M-V def2-TZVPD RIJCOSX def2/J DEFGRID3
* xyz 1 1
C 1.3296 -0.1373 0.6519
C 0.6908 -1.1697 -0.0142
C 0.9980 1.1609 0.3846
C -0.7169 -0.9590 -0.2258
C -1.1007 0.5056 -0.2599
O -1.2814 -0.1894 0.8497
O -0.0951 1.4883 -0.3090
H 2.3323 -0.1320 1.1072
H 0.9248 -2.1426 -0.4267
H 1.5616 1.9740 0.5867
H -1.3626 -1.7499 -0.6816
H -3.2802 1.3510 -1.6630
*
```

Results of the natural (NBO) charge analysis, in e, for atoms 1 through 8:
1 C -0.32
2 C 0.04
3 C 0.36
4 C -0.08
5 C 0.63
6 O -0.37
7 O -0.39
8 H 0.29


Density functional theory data (ωB97M-V with the def2-TZVPD basis set) for the ion C5H5O4 with charge -1 in a non-equilibrium geometry.

Summary:
LUMO level (Ha): 0.13659
SMILES: O=C=CC1([O-])[C@H](O)[C@H]1O
HOMO-LUMO gap (eV): 6.799
E (eV): -13453.5874

ORCA input file:
```
! wB97M-V def2-TZVPD RIJCOSX def2/J DEFGRID3
* xyz -1 1
O 2.8174 -0.4495 -1.0938
C 2.0561 0.2752 -0.5311
C 1.2190 0.9927 0.1286
C -0.2871 0.7083 0.3541
O -1.0260 1.6587 0.7264
C -0.5187 -0.8043 0.6579
O 0.5740 -1.6969 0.6149
C -0.9420 -0.2277 -0.6506
O -2.3319 -0.1150 -0.8537
H 1.4595 1.9516 0.5659
H -1.3786 -1.2181 1.3775
H 1.4091 -1.1504 0.6885
H -0.5371 -0.7412 -1.4377
H -2.5139 0.8166 -0.5469
*
```

Results of the natural (NBO) charge analysis, in e, for atoms 1 through 8:
1 O -0.54
2 C 0.63
3 C -0.58
4 C 0.31
5 O -0.85
6 C 0.01
7 O -0.74
8 C -0.04


Density functional theory data (ωB97M-V with the def2-TZVPD basis set) for the ion C5H5O4 with charge -1 in a non-equilibrium geometry.

Summary:
LUMO level (Ha): 0.14472
SMILES: CCOC(=O)C([O-])=C=O
HOMO-LUMO gap (eV): 6.475
E (eV): -13454.6559

ORCA input file:
```
! wB97M-V def2-TZVPD RIJCOSX def2/J DEFGRID3
* xyz -1 1
C 1.6843 -0.2171 -0.8041
C 1.3239 0.4106 0.5496
O 0.2141 1.3103 0.6689
C -1.0159 0.9465 0.1303
O -1.6239 1.9091 -0.3348
C -1.5233 -0.4269 0.3706
O -0.9860 -1.4696 0.9695
C -2.7660 -0.6667 -0.1286
O -3.7154 -1.3127 -0.4529
H 0.7410 -0.9309 -0.9630
H 2.6892 -0.7122 -0.6006
H 1.9149 0.5966 -1.6474
H 2.0677 0.9621 1.0545
H 0.9953 -0.3989 1.1880
*
```

Results of the natural (NBO) charge analysis, in e, for atoms 1 through 8:
1 C -0.67
2 C -0.10
3 O -0.54
4 C 0.71
5 O -0.65
6 C -0.09
7 O -0.82
8 C 0.64


Density functional theory data (ωB97M-V with the def2-TZVPD basis set) for the ion C5H5S2 with charge -1 in a non-equilibrium geometry.

Summary:
LUMO level (Ha): 0.13281
SMILES: CCc1c([S-])c1=S
HOMO-LUMO gap (eV): 6.952
E (eV): -26935.9222

ORCA input file:
```
! wB97M-V def2-TZVPD RIJCOSX def2/J DEFGRID3
* xyz -1 1
C -0.5314 0.9532 1.3699
C 0.6205 0.4225 0.6039
C 0.2520 -0.5746 -0.5200
C 0.6659 -1.1384 -1.7906
S 1.8166 -1.4522 -2.9491
C -0.6637 -1.2443 -1.2602
S -2.1761 -1.8030 -1.3619
H -0.9711 1.7164 0.6806
H -0.1037 1.5562 2.0781
H -1.3204 0.3336 1.8308
H 1.4356 0.0321 1.3111
H 0.9758 1.1984 0.0075
*
```

Results of the natural (NBO) charge analysis, in e, for atoms 1 through 8:
1 C -0.60
2 C -0.42
3 C -0.05
4 C -0.09
5 S -0.35
6 C -0.16
7 S -0.36
8 H 0.20